DFT (ωB97M-V with the def2-TZVPD basis set) results for a cluster of 11 separate species, C38H56Cl12O16 in total at a distorted geometry.

Output
SMILES ... O=C1C=C(O)C(=O)C=C1O.O=C1C=C(O)C(=O)C=C1O.O=C1C=C(O)C(=O)C=C1O.COCCOC.COCCOC.ClCCCl.ClCCCl.ClCCCl.ClCCCl.ClCCCl.ClCCCl
Calculated total energy ... -8207.4041 Eh
Energy relative to the best compared isomer or geometry (same formula, charge and spin) ... 481.03 kJ/mol
Maximum force ... 7.0 eV Å⁻¹
HOMO level ... -9.41 eV
Lowest unoccupied orbital energy ... -0.073 Eh
Frontier orbital gap ... 7.43 eV

Geometry as ORCA input:
```
! wB97M-V def2-TZVPD RIJCOSX def2/J DEFGRID3
* xyz 0 1
O 5.867 4.888 -9.213
C 5.497 4.532 -8.073
C 5.087 5.548 -7.051
C 4.688 5.239 -5.786
O 4.255 6.208 -4.943
C 4.741 3.872 -5.192
O 4.147 3.462 -4.286
C 5.355 2.916 -6.181
C 5.704 3.211 -7.469
O 6.156 2.253 -8.333
H 5.038 6.590 -7.328
H 4.110 5.879 -4.053
H 5.466 1.921 -5.775
H 6.616 2.689 -9.055
O -8.508 2.925 1.934
C -9.169 2.678 2.953
C -10.599 2.806 3.138
C -11.267 2.476 4.309
O -12.636 2.588 4.485
C -10.551 1.838 5.439
O -11.038 1.404 6.489
C -9.097 1.777 5.253
C -8.461 2.127 4.127
O -7.141 1.943 4.014
H -11.146 3.053 2.240
H -12.890 2.163 5.307
H -8.440 1.485 6.059
H -6.794 2.160 3.146
O -0.117 1.616 10.343
C 0.282 1.501 9.168
C 1.531 2.076 8.695
C 2.051 1.921 7.462
O 3.270 2.386 7.032
C 1.313 1.205 6.350
O 1.595 1.253 5.182
C 0.020 0.663 6.868
C -0.423 0.771 8.108
O -1.640 0.185 8.485
H 2.096 2.704 9.368
H 3.265 2.375 6.072
H -0.456 -0.018 6.178
H -1.801 0.311 9.423
C 1.852 -6.120 -3.579
O 2.518 -7.219 -3.033
C 2.236 -8.501 -3.615
C 2.937 -9.681 -2.820
O 4.387 -9.444 -3.121
C 5.078 -8.697 -2.188
H 1.801 -6.112 -4.668
H 2.152 -5.177 -3.122
H 0.778 -6.283 -3.495
H 2.565 -8.493 -4.654
H 1.171 -8.728 -3.571
H 2.716 -10.734 -2.995
H 2.811 -9.640 -1.739
H 4.577 -7.734 -2.093
H 6.095 -8.501 -2.528
H 5.162 -9.225 -1.237
C 1.735 7.175 -0.056
O 3.067 6.955 0.372
C 3.340 6.029 1.403
C 4.850 5.685 1.372
O 5.337 5.107 2.587
C 6.724 5.340 2.851
H 1.771 7.902 -0.868
H 1.150 7.461 0.818
H 1.435 6.220 -0.487
H 3.004 4.995 1.322
H 3.094 6.544 2.332
H 5.221 6.690 1.172
H 5.233 5.046 0.577
H 7.441 5.119 2.060
H 6.985 4.893 3.810
H 6.897 6.412 2.946
Cl 2.372 -5.228 3.963
C 0.928 -6.183 3.645
C 1.002 -6.854 2.206
Cl -0.534 -7.581 1.687
H 0.054 -5.533 3.681
H 0.810 -7.025 4.327
H 1.827 -7.531 1.985
H 1.222 -6.142 1.411
Cl -1.363 -1.157 0.431
C -1.725 -0.041 -0.844
C -0.966 1.348 -0.728
Cl -1.643 2.342 0.603
H -2.795 0.130 -0.960
H -1.305 -0.472 -1.753
H -1.096 1.894 -1.662
H 0.088 1.155 -0.531
Cl 5.637 -1.972 -0.300
C 5.515 -0.735 0.929
C 6.424 -0.953 2.061
Cl 7.935 -0.172 1.620
H 4.469 -0.613 1.212
H 5.646 0.272 0.532
H 6.517 -2.039 2.023
H 6.169 -0.485 3.012
Cl -6.405 -3.806 2.199
C -5.401 -4.950 3.189
C -6.187 -5.973 3.970
Cl -6.956 -7.018 2.730
H -4.851 -4.189 3.743
H -4.709 -5.417 2.488
H -6.944 -5.533 4.620
H -5.582 -6.695 4.518
Cl -0.806 1.354 -6.861
C -0.494 0.636 -8.448
C 0.847 -0.188 -8.369
Cl 1.368 -0.677 -10.000
H -0.384 1.467 -9.145
H -1.270 -0.074 -8.733
H 0.808 -1.025 -7.672
H 1.633 0.434 -7.939
Cl -8.771 2.365 -6.625
C -8.523 2.478 -4.802
C -6.989 2.257 -4.371
Cl -6.448 0.577 -4.619
H -9.234 1.799 -4.332
H -8.741 3.512 -4.534
H -6.911 2.429 -3.298
H -6.337 2.949 -4.903
*
```

Atomic partial charges in e from the Mulliken method, atoms 1 to 99: O -0.60; C 0.68; C -0.75; C 0.64; O -0.50; C 0.52; O -0.49; C -0.81; C 0.39; O -0.53; H 0.42; H 0.29; H 0.41; H 0.34; O -0.63; C 0.80; C -0.93; C 0.40; O -0.53; C 0.81; O -0.61; C -0.73; C 0.50; O -0.53; H 0.38; H 0.34; H 0.39; H 0.34; O -0.62; C 0.74; C -0.80; C 0.41; O -0.53; C 0.78; O -0.58; C -0.85; C 0.53; O -0.53; H 0.40; H 0.33; H 0.39; H 0.34; C -0.80; O -0.23; C -0.47; C -0.53; O -0.38; C -0.55; H 0.33; H 0.25; H 0.31; H 0.36; H 0.37; H 0.34; H 0.28; H 0.24; H 0.24; H 0.24; C -0.62; O -0.31; C -0.37; C -0.55; O -0.28; C -0.76; H 0.22; H 0.28; H 0.27; H 0.25; H 0.31; H 0.35; H 0.33; H 0.32; H 0.26; H 0.32; Cl -0.18; C -0.32; C -0.56; Cl -0.20; H 0.28; H 0.30; H 0.37; H 0.31; Cl -0.15; C -0.43; C -0.44; Cl -0.20; H 0.34; H 0.27; H 0.30; H 0.32; Cl -0.18; C -0.43; C -0.34; Cl -0.19; H 0.29; H 0.31; H 0.28; H 0.26; Cl -0.18